No. 1
{"formula": "C15H16AuBN10S2", "method": "ωB97M-V with the def2-TZVPD basis set", "symbols": ["Au", "C", "C", "N", "N", "C", "B", "N", "C", "C", "C", "N", "N", "C", "C", "C", "N", "H", "H", "H", "H", "H", "H", "H", "H", "H", "H", "N", "C", "N", "C", "C", "S", "C", "C", "S", "C", "N", "N", "H", "H", "H", "H", "H", "H"], "positions_angstrom": [[0.396, 1.343, -0.006], [0.217, -1.957, -3.027], [-0.094, -0.635, -2.694], [0.586, -0.272, -1.613], [1.328, -1.323, -1.217], [1.130, -2.349, -2.068], [2.259, -1.266, 0.033], [1.411, -1.221, 1.340], [1.261, -2.178, 2.275], [0.391, -1.716, 3.243], [0.051, -0.427, 2.824], [0.677, -0.148, 1.685], [3.061, 0.042, -0.042], [4.388, 0.220, -0.076], [4.654, 1.577, -0.127], [3.404, 2.185, -0.118], [2.460, 1.242, -0.068], [-0.139, -2.526, -3.868], [-0.746, 0.064, -3.193], [1.677, -3.272, -1.953], [2.976, -2.215, 0.046], [1.809, -3.104, 2.207], [0.081, -2.219, 4.143], [-0.584, 0.306, 3.295], [5.056, -0.624, -0.064], [5.614, 2.060, -0.165], [3.155, 3.232, -0.148], [-1.884, -3.037, -0.325], [-2.596, -1.938, -0.224], [-2.117, -0.718, -0.152], [-3.100, 0.180, -0.065], [-4.409, -0.369, -0.060], [-4.381, -2.038, -0.181], [-2.856, 1.595, 0.021], [-3.882, 2.500, 0.083], [-3.324, 4.099, 0.173], [-1.688, 3.502, 0.142], [-1.590, 2.187, 0.061], [-0.659, 4.342, 0.207], [-0.876, -2.976, -0.398], [-2.318, -3.945, -0.388], [-5.348, 0.158, -0.009], [-4.939, 2.299, 0.059], [-0.798, 5.339, 0.237], [0.289, 4.001, 0.174]], "homo_ev": [-14.61, -14.58], "charge": 2, "lumo_ev": [-6.7, -9.2], "orbital_gap_ev": [7.9, 5.4], "largest_force_ha_per_bohr": 0.013, "multiplicity": 3, "relative_energy_ev": 0.426}


No. 2
{"formula": "C15H16BClN4O2S2Ta", "method": "ωB97M-V with the def2-TZVPD basis set", "symbols": ["Ta", "C", "N", "C", "C", "N", "B", "N", "C", "C", "N", "C", "C", "S", "C", "S", "H", "H", "H", "H", "H", "H", "H", "H", "H", "H", "H", "H", "Cl", "C", "C", "C", "C", "O", "C", "C", "O", "C", "H", "H", "H", "H"], "positions_angstrom": [[-0.108, -0.226, 0.841], [-1.886, 4.492, -0.527], [-0.830, 4.129, 0.434], [-0.377, 4.952, 1.445], [0.605, 4.286, 2.102], [0.772, 3.072, 1.470], [1.702, 1.922, 1.867], [2.726, 1.563, 0.761], [3.753, 2.418, 0.411], [4.579, 1.750, -0.430], [4.063, 0.486, -0.588], [4.699, -0.601, -1.359], [2.949, 0.400, 0.145], [2.016, -1.072, 0.242], [-0.118, 3.002, 0.477], [-0.278, 1.629, -0.599], [-2.689, 4.984, 0.013], [-2.261, 3.593, -1.007], [-1.478, 5.168, -1.275], [-0.785, 5.937, 1.600], [1.189, 4.572, 2.961], [2.241, 2.134, 2.903], [0.922, 0.903, 2.090], [3.825, 3.421, 0.795], [5.489, 2.061, -0.916], [5.485, -0.163, -1.967], [3.965, -1.077, -2.002], [5.131, -1.327, -0.674], [-6.969, -2.846, 0.313], [-5.468, -2.120, 0.655], [-5.310, -1.361, 1.824], [-4.096, -0.741, 2.161], [-3.061, -0.904, 1.296], [-1.820, -0.341, 1.510], [-3.172, -1.655, 0.098], [-2.092, -1.773, -0.766], [-0.901, -1.261, -0.591], [-4.406, -2.277, -0.211], [-6.156, -1.259, 2.493], [-3.993, -0.160, 3.068], [-2.206, -2.343, -1.687], [-4.514, -2.872, -1.110]], "homo_ev": -17.97, "charge": 3, "lumo_ev": -12.4, "orbital_gap_ev": 5.6, "largest_force_ha_per_bohr": 0.040, "multiplicity": 1, "relative_energy_ev": 0.741}


No. 3
{"formula": "C15H16BN6Yb", "method": "ωB97M-V with the def2-TZVPD basis set", "symbols": ["Yb", "B", "N", "C", "C", "C", "N", "N", "C", "C", "C", "N", "H", "H", "H", "H", "H", "H", "H", "H", "N", "C", "C", "C", "C", "C", "C", "C", "C", "N", "C", "H", "H", "H", "H", "H", "H", "H", "H"], "positions_angstrom": [[0.296, 0.657, 0.672], [2.291, 0.901, 2.486], [2.994, 0.151, 1.324], [4.224, -0.356, 1.244], [4.381, -0.976, 0.013], [3.168, -0.808, -0.626], [2.314, -0.125, 0.158], [1.276, 0.010, 3.249], [1.332, -0.523, 4.470], [0.155, -1.215, 4.716], [-0.596, -1.055, 3.568], [0.072, -0.312, 2.667], [3.065, 1.420, 3.217], [1.606, 1.810, 1.947], [4.916, -0.232, 2.061], [5.259, -1.471, -0.360], [2.864, -1.131, -1.609], [2.198, -0.365, 5.092], [-0.111, -1.751, 5.609], [-1.581, -1.433, 3.341], [-1.929, 0.457, -0.245], [-2.523, 1.795, -0.205], [-3.867, 2.010, -0.093], [-4.381, 3.323, -0.104], [-3.549, 4.394, -0.261], [-2.152, 4.200, -0.377], [-1.234, 5.258, -0.562], [0.108, 4.998, -0.660], [0.545, 3.675, -0.531], [-0.280, 2.651, -0.353], [-1.634, 2.891, -0.315], [-1.875, 0.161, -1.223], [-2.563, -0.207, 0.199], [-4.551, 1.173, -0.015], [-5.448, 3.469, -0.010], [-3.944, 5.400, -0.302], [-1.605, 6.273, -0.626], [0.831, 5.784, -0.813], [1.606, 3.447, -0.558]], "homo_ev": [-15.53, -15.53], "charge": 2, "lumo_ev": [-6.9, -8.2], "orbital_gap_ev": [8.7, 7.3], "largest_force_ha_per_bohr": 0.005, "multiplicity": 2, "relative_energy_ev": 0.038}


No. 4
{"formula": "C15H16BrN3OS", "method": "ωB97M-V with the def2-TZVPD basis set", "symbols": ["O", "C", "C", "C", "S", "C", "C", "C", "C", "C", "C", "C", "N", "N", "C", "C", "C", "C", "Br", "C", "N", "H", "H", "H", "H", "H", "H", "H", "H", "H", "H", "H", "H", "H", "H", "H", "H"], "positions_angstrom": [[2.164, 1.160, 0.722], [1.531, 0.497, 1.511], [2.191, -0.294, 2.622], [1.554, -1.653, 2.915], [2.807, -2.894, 3.393], [3.050, -3.777, 1.816], [3.760, -2.966, 0.739], [2.851, -2.147, -0.141], [3.390, -1.193, -1.002], [2.544, -0.494, -1.842], [1.185, -0.767, -1.803], [0.742, -1.719, -0.904], [1.548, -2.392, -0.098], [0.165, 0.407, 1.501], [-0.724, 0.937, 0.582], [-0.362, 1.826, -0.434], [-1.350, 2.271, -1.288], [-2.650, 1.821, -1.097], [-4.050, 2.397, -2.247], [-2.918, 0.945, -0.057], [-1.975, 0.518, 0.758], [3.235, -0.422, 2.331], [2.189, 0.326, 3.523], [1.060, -2.065, 2.036], [0.853, -1.601, 3.748], [2.076, -4.112, 1.466], [3.652, -4.640, 2.100], [4.513, -2.317, 1.193], [4.296, -3.662, 0.084], [4.452, -1.004, -1.004], [2.936, 0.254, -2.514], [0.489, -0.250, -2.445], [-0.310, -1.963, -0.813], [-0.287, -0.189, 2.182], [0.661, 2.144, -0.539], [-1.120, 2.957, -2.089], [-3.916, 0.574, 0.130]], "homo_ev": -8.57, "lumo_ev": 0.6, "orbital_gap_ev": 9.2, "largest_force_ha_per_bohr": 0.011, "multiplicity": 1, "relative_energy_ev": 0.000, "smiles": "O=C(CCSCCc1ccccn1)Nc1ccc(Br)cn1"}


No. 5
{"formula": "C15H16ClO4", "method": "ωB97M-V with the def2-TZVPD basis set", "symbols": ["C", "C", "O", "C", "C", "C", "C", "C", "Cl", "C", "C", "C", "O", "H", "H", "H", "H", "H", "H", "H", "H", "H", "H", "C", "C", "O", "C", "O", "C", "C", "H", "H", "H", "H", "H", "H"], "positions_angstrom": [[3.065, -2.373, 2.768], [2.669, -2.247, 1.329], [1.424, -1.471, 1.323], [1.008, -1.316, 0.052], [-0.225, -0.417, -0.118], [-1.129, -0.798, -1.271], [-0.666, -1.501, -2.390], [-1.498, -1.728, -3.492], [-0.892, -2.585, -4.842], [-2.820, -1.267, -3.493], [-3.298, -0.590, -2.364], [-2.470, -0.386, -1.256], [1.626, -1.849, -0.859], [4.020, -2.895, 2.851], [3.179, -1.392, 3.243], [2.322, -2.952, 3.327], [3.438, -1.721, 0.745], [2.469, -3.222, 0.872], [-0.825, -0.420, 0.804], [0.358, -1.844, -2.429], [-3.458, -1.452, -4.359], [-4.325, -0.215, -2.354], [-2.851, 0.130, -0.369], [-0.643, 2.682, -0.140], [-0.846, 3.813, 0.868], [0.234, 3.936, 1.845], [0.790, 2.808, 2.377], [1.428, 2.865, 3.419], [0.620, 1.539, 1.627], [0.005, 1.459, 0.431], [-1.594, 2.471, -0.650], [0.049, 3.041, -0.922], [-0.873, 4.778, 0.356], [-1.785, 3.702, 1.423], [1.071, 0.668, 2.101], [0.422, 0.750, -0.457]], "homo_ev": -1.72, "charge": -1, "lumo_ev": 3.0, "orbital_gap_ev": 4.8, "largest_force_ha_per_bohr": 0.169, "multiplicity": 1}


No. 6
{"formula": "C15H16N2OS2", "method": "ωB97M-V with the def2-TZVPD basis set", "symbols": ["S", "C", "C", "C", "C", "C", "C", "N", "C", "C", "C", "C", "C", "C", "S", "H", "H", "H", "H", "H", "H", "H", "H", "H", "C", "N", "C", "C", "O", "H", "H", "H", "H", "H", "H", "H"], "positions_angstrom": [[-0.080, 1.536, -2.963], [-0.805, -0.103, -2.751], [-1.558, -0.591, -3.806], [-2.138, -1.830, -3.687], [-2.014, -2.588, -2.539], [-1.268, -2.073, -1.508], [-0.634, -0.843, -1.593], [0.155, -0.327, -0.535], [1.079, -1.280, -0.025], [2.414, -0.972, 0.161], [3.300, -1.888, 0.673], [2.904, -3.168, 0.991], [1.573, -3.496, 0.805], [0.695, -2.568, 0.310], [-1.027, -2.958, 0.026], [1.009, 1.216, -3.702], [-1.692, -0.005, -4.709], [-2.712, -2.213, -4.529], [-2.470, -3.568, -2.434], [0.717, 0.452, -0.870], [2.731, 0.033, -0.123], [4.341, -1.605, 0.812], [3.577, -3.931, 1.371], [1.201, -4.495, 1.022], [0.746, 3.089, 2.174], [-0.465, 2.371, 1.830], [-1.737, 2.611, 2.253], [-1.950, 3.765, 3.205], [-2.658, 1.911, 1.870], [1.198, 3.486, 1.262], [1.451, 2.398, 2.639], [0.546, 3.908, 2.857], [-0.394, 1.587, 1.197], [-3.006, 3.828, 3.449], [-1.388, 3.607, 4.127], [-1.643, 4.703, 2.740]], "homo_ev": -8.04, "lumo_ev": 0.4, "orbital_gap_ev": 8.5, "largest_force_ha_per_bohr": 0.035, "multiplicity": 1, "relative_energy_ev": 0.000, "smiles": "Sc1cccc2c1Nc1ccccc1S2.CNC(C)=O"}


No. 7
{"formula": "C15H16N3O3PdS2", "method": "ωB97M-V with the def2-TZVPD basis set", "symbols": ["Pd", "S", "C", "N", "C", "C", "C", "C", "C", "C", "S", "H", "H", "H", "H", "C", "O", "H", "H", "H", "H", "O", "C", "N", "C", "O", "C", "C", "C", "C", "N", "C", "H", "H", "H", "H", "H", "H", "H", "H"], "positions_angstrom": [[-1.105, 0.578, -1.828], [-2.418, 0.451, -3.698], [-3.111, -0.813, -2.730], [-2.506, -0.818, -1.567], [-2.954, -1.838, -0.735], [-2.524, -2.123, 0.552], [-3.125, -3.178, 1.212], [-4.136, -3.929, 0.608], [-4.571, -3.645, -0.671], [-3.965, -2.592, -1.345], [-4.308, -2.006, -2.968], [-1.745, -1.537, 1.019], [-2.809, -3.424, 2.214], [-4.587, -4.745, 1.154], [-5.356, -4.224, -1.136], [-0.332, 3.837, -1.327], [-1.128, 2.769, -0.778], [-0.530, 4.772, -0.801], [-0.529, 3.966, -2.397], [0.714, 3.565, -1.181], [-2.040, 3.086, -0.755], [2.475, 2.627, 4.219], [3.520, 2.188, 3.394], [2.868, 1.505, 2.301], [3.595, 0.959, 1.308], [4.808, 1.020, 1.260], [2.830, 0.262, 0.215], [3.489, -0.719, -0.528], [2.813, -1.349, -1.557], [1.508, -0.968, -1.828], [0.883, -0.010, -1.139], [1.530, 0.587, -0.132], [2.845, 3.057, 4.996], [4.192, 1.496, 3.920], [4.108, 3.022, 2.991], [1.889, 1.304, 2.420], [4.516, -0.954, -0.285], [3.276, -2.121, -2.152], [0.938, -1.430, -2.626], [0.983, 1.369, 0.383]], "homo_ev": [-11.52, -11.52], "charge": 1, "lumo_ev": [-5.0, -5.0], "orbital_gap_ev": [6.5, 6.5], "largest_force_ha_per_bohr": 0.018, "multiplicity": 1, "relative_energy_ev": 0.602}


No. 8
{"formula": "C15H17AsF6N4SY", "method": "ωB97M-V with the def2-TZVPD basis set", "symbols": ["Y", "C", "C", "N", "N", "C", "N", "S", "C", "C", "C", "C", "C", "N", "H", "H", "H", "H", "H", "H", "H", "H", "H", "H", "F", "As", "F", "F", "F", "F", "F", "C", "C", "C", "C", "C", "C", "C", "H", "H", "H", "H", "H", "H", "H"], "positions_angstrom": [[0.057, -0.392, 0.778], [-1.296, 3.920, -0.733], [-1.136, 2.564, -0.126], [-0.005, 1.962, 0.010], [1.128, 2.624, -0.386], [2.343, 2.034, -0.298], [3.378, 2.742, -0.720], [2.576, 0.466, 0.301], [-2.332, 1.818, 0.353], [-3.552, 2.440, 0.525], [-4.641, 1.686, 0.957], [-4.475, 0.335, 1.179], [-3.215, -0.217, 0.997], [-2.157, 0.505, 0.618], [-0.636, 4.057, -1.591], [-1.087, 4.702, 0.001], [-2.306, 4.064, -1.103], [1.042, 3.572, -0.724], [3.296, 3.667, -1.114], [4.297, 2.328, -0.690], [-3.671, 3.496, 0.338], [-5.603, 2.158, 1.105], [-5.296, -0.294, 1.491], [-3.047, -1.274, 1.162], [-0.309, -1.414, -1.200], [-0.154, -3.146, -0.597], [1.222, -2.384, 0.298], [-1.058, -2.386, 0.832], [0.030, -4.574, 0.264], [-1.638, -3.503, -1.300], [0.824, -3.529, -1.901], [-0.034, -0.381, 3.272], [1.223, -0.971, 3.505], [1.384, -2.388, 3.453], [2.603, -2.960, 3.713], [3.700, -2.151, 4.031], [3.573, -0.757, 4.081], [2.364, -0.170, 3.813], [-0.181, 0.669, 3.519], [-0.922, -1.013, 3.319], [0.524, -3.009, 3.232], [2.716, -4.035, 3.690], [4.656, -2.608, 4.249], [4.428, -0.149, 4.343], [2.252, 0.906, 3.865]], "homo_ev": [-14.24, -15.40], "charge": 2, "lumo_ev": [-7.3, -8.0], "orbital_gap_ev": [6.9, 7.4], "largest_force_ha_per_bohr": 0.012, "multiplicity": 2}